# 1
This record from the OMol25 dataset describes a structure of composition C28H49BrNO3P3Pb at a distorted geometry. The level of theory is ωB97M-V/def2-TZVPD.

Structure (ORCA input):
```
! wB97M-V def2-TZVPD RIJCOSX def2/J DEFGRID3
* xyz 2 1
P 4.07 1.11 -2.41
H 2.50 2.60 -1.34
H -0.01 -4.65 -4.45
H -1.08 2.03 -5.14
H -1.46 -5.48 1.02
H -2.78 1.45 -2.01
C -1.10 2.12 -4.04
C 4.40 -0.30 0.00
N -4.44 5.83 -5.23
C -2.02 0.68 -2.17
C -0.90 -1.40 -1.50
C -1.48 -1.75 3.85
O -0.06 1.00 3.72
H -1.74 -1.53 4.89
H 0.23 1.97 5.52
H -0.32 0.26 5.66
C -0.45 1.21 5.13
H 4.76 0.61 0.50
C -0.11 -0.10 -3.44
H -4.26 4.63 -6.92
C 3.49 2.72 -1.83
H -3.03 -2.88 1.00
C 3.65 0.24 -3.95
H 4.07 4.32 -0.46
H -2.81 -0.65 -0.71
H 3.43 3.37 -2.73
H -0.98 -2.95 1.22
H -0.53 -2.99 -4.16
H 2.61 -0.10 -3.81
H 5.44 3.59 -1.31
C -1.51 3.09 1.95
C -3.99 6.13 -4.01
C -0.45 -5.07 0.93
H -0.62 3.34 2.55
C 4.58 -0.94 -4.30
C -0.27 -4.23 -2.35
C -0.42 -3.59 0.51
H 3.15 -0.97 -1.63
H -0.40 -1.92 3.74
C -3.64 -3.03 0.09
H -2.33 3.35 -6.05
Pb 0.78 2.93 -3.35
C -0.66 -4.03 -3.82
H -4.42 -3.77 0.35
O -1.93 -0.63 3.01
H 4.30 -1.32 -5.30
C -1.47 3.38 -3.38
C 4.48 3.37 -0.83
H -3.26 -3.25 -2.05
H -4.49 6.96 -3.48
H 0.96 -1.74 -2.59
H 0.49 -0.02 -4.37
O -2.03 1.76 2.31
H 0.02 -5.16 1.93
H -0.49 -5.27 -2.06
C -1.99 -0.48 -1.40
H 3.90 -0.92 0.76
C -2.34 4.35 -4.08
H 3.67 0.97 -4.76
H -1.49 1.55 5.22
H 4.52 -1.78 -3.60
C -2.78 4.11 -5.41
H 4.69 2.73 0.04
C 0.07 -1.10 -2.50
H 2.48 0.43 -0.77
H 0.82 -4.08 -2.23
H -2.04 -2.62 3.49
H -2.34 3.76 2.13
H -2.86 -4.68 -1.08
H 0.62 -3.23 0.49
H -1.65 3.34 -2.30
H 0.13 -5.71 0.25
P -1.04 0.58 2.59
C -2.93 5.43 -3.39
Br -0.01 0.07 0.71
H 5.27 -0.85 -0.35
P -1.07 -3.17 -1.11
C 3.41 -0.02 -1.14
H -4.13 -2.08 -0.16
C -2.82 -3.58 -1.09
H -1.24 3.09 0.88
C -3.86 4.85 -5.93
H -1.70 -4.33 -4.00
H -2.58 5.73 -2.41
H 5.63 -0.64 -4.36
C -1.10 0.88 -3.22
*
```

Computed properties:
gap between HOMO and LUMO	5.2	eV
strongest force on any atom	3.8	eV/A
relative energy (zero: lowest compared OMol25 entry of this formula, charge and spin)	200.4	kJ/mol
LUMO level	-5.8844	eV
DFT total energy	-140603.127	eV

---

# 2
This record from the OMol25 dataset describes a cluster of 2 separate species, C2H8NO2 in total at a distorted geometry. The level of theory is ωB97M-V/def2-TZVPD.

Structure (ORCA input):
```
! wB97M-V def2-TZVPD RIJCOSX def2/J DEFGRID3
* xyz -1 1
H -0.13 -2.08 1.17
O 2.07 2.43 0.54
C -0.62 0.33 -0.11
H 0.90 -1.68 -0.04
H -1.10 -1.31 -1.45
H 1.44 1.69 0.12
H -1.26 0.96 -0.76
H -1.96 -1.40 0.09
N -0.01 -2.08 0.16
H -0.86 0.56 0.95
H 1.80 3.21 0.05
C -0.99 -1.15 -0.37
O 0.72 0.53 -0.36
*
```

Computed properties:
gap between HOMO and LUMO	7.9	eV
strongest force on any atom	1.3	eV/A
relative energy (zero: lowest compared OMol25 entry of this formula, charge and spin)	6.3	kJ/mol
LUMO level	4.5497	eV
DFT total energy	-7789.120	eV

---

# 3
This record from the OMol25 dataset describes a cluster of 2 separate species, C3H5NO2 in total at a distorted geometry. The level of theory is ωB97M-V/def2-TZVPD.

Structure (ORCA input):
```
! wB97M-V def2-TZVPD RIJCOSX def2/J DEFGRID3
* xyz 0 1
N -0.27 -1.28 0.23
C -0.11 0.88 0.13
C -1.08 -0.17 -0.17
O 2.36 -1.62 0.00
H -0.71 -1.82 0.98
O 0.28 1.74 -0.78
H 0.25 0.99 1.15
C 1.59 -0.80 -0.30
H 1.06 2.23 -0.49
H -1.96 -0.01 0.47
H -1.41 -0.14 -1.22
*
```

Computed properties:
gap between HOMO and LUMO (spin up / spin down)	7.7 / 7.6	eV
strongest force on any atom	1.3	eV/A
relative energy (zero: lowest compared OMol25 entry of this formula, charge and spin)	486.2	kJ/mol
LUMO level (spin up / spin down)	-0.1997 / -0.2019	eV
DFT total energy	-8772.656	eV

---

# 4
This record from the OMol25 dataset describes a structure of composition C4H11BrLiO3 at a distorted geometry. The level of theory is ωB97M-V/def2-TZVPD.

Structure (ORCA input):
```
! wB97M-V def2-TZVPD RIJCOSX def2/J DEFGRID3
* xyz -1 1
H 7.51 -10.78 15.85
H 5.76 -9.62 14.47
H 8.03 -10.15 14.31
O 5.95 -10.56 14.45
H 3.04 -15.20 16.91
Li 5.08 -12.39 14.91
H 4.06 -13.47 18.51
H 7.09 -13.96 14.05
H 7.66 -12.27 13.14
O 4.07 -12.64 16.73
C 4.51 -13.68 17.54
C 7.33 -10.83 14.78
H 4.65 -15.43 16.21
C 4.11 -15.09 17.10
H 8.80 -12.36 14.41
H 5.58 -13.60 17.70
O 6.91 -13.22 14.64
Br 3.56 -12.81 12.78
H 4.38 -15.68 17.98
C 7.74 -12.15 14.22
*
```

Computed properties:
gap between HOMO and LUMO	5.7	eV
strongest force on any atom	2.2	eV/A
relative energy (zero: lowest compared OMol25 entry of this formula, charge and spin)	65.4	kJ/mol
LUMO level	2.5302	eV
DFT total energy	-80718.676	eV

---

# 5
This record from the OMol25 dataset describes a structure of composition C15H23Cl3MgNO2P at a distorted geometry. The level of theory is ωB97M-V/def2-TZVPD.

Structure (ORCA input):
```
! wB97M-V def2-TZVPD RIJCOSX def2/J DEFGRID3
* xyz 0 1
H 2.17 -1.16 -1.89
C -1.18 1.47 -1.12
C -0.17 -3.19 -0.83
H -0.14 -4.13 -0.25
C -2.23 0.09 -2.81
C 2.03 2.21 -1.12
C -1.89 -1.03 -2.06
C 2.11 -2.84 0.10
H 2.19 3.12 -1.71
H 0.75 4.69 1.42
O -0.55 -0.99 2.60
H 2.44 4.15 1.20
Mg -0.54 0.87 1.83
H 1.55 4.88 -0.19
O -2.05 -2.46 3.51
H -0.54 -2.00 0.94
C -1.02 -2.18 -0.04
C -1.28 -0.90 -0.79
H -2.13 2.27 -2.87
H 2.79 -1.97 0.07
H 2.21 -2.64 -2.88
H -0.61 -3.37 -1.83
H 0.69 -1.73 -2.70
N 1.22 -2.84 -1.04
H -0.33 3.40 -1.65
C 1.46 4.25 0.71
C 1.60 -2.05 -2.18
P 0.90 2.57 0.28
C -0.62 2.83 -0.75
H -1.99 -2.67 0.19
H 1.25 1.11 2.60
H 1.61 1.43 -1.76
H -2.77 -0.01 -3.75
H -2.13 -2.03 -2.42
C -0.95 0.36 -0.30
Cl -3.03 -0.55 5.56
C -1.48 -1.38 3.43
C -1.89 1.35 -2.33
H 2.99 1.86 -0.72
H 1.42 0.75 1.96
Cl -2.56 1.30 3.03
H 1.55 -2.79 1.05
H -1.33 3.44 -0.17
Cl -0.39 0.46 5.13
C -1.84 -0.19 4.40
H 2.73 -3.75 0.12
*
```

Computed properties:
gap between HOMO and LUMO	5.3	eV
strongest force on any atom	2.4	eV/A
LUMO level	-1.8311	eV
DFT total energy	-73812.602	eV

---

# 6
This record from the OMol25 dataset describes the molecule C3H6O3 at a distorted geometry. The level of theory is ωB97M-V/def2-TZVPD.

Structure (ORCA input):
```
! wB97M-V def2-TZVPD RIJCOSX def2/J DEFGRID3
* xyz 0 1
O -1.95 0.49 -0.65
H 0.49 1.86 0.76
O -1.23 -1.38 0.80
H 0.28 0.32 -1.50
C 0.36 -0.10 -0.52
H -2.82 0.27 -0.34
H 0.61 -1.93 -0.17
H 1.12 0.18 1.51
H 2.02 1.20 0.28
C 1.05 0.84 0.53
O 1.09 -1.33 -0.73
C -1.03 -0.42 0.03
*
```

Computed properties:
gap between HOMO and LUMO	11.3	eV
strongest force on any atom	4.3	eV/A
relative energy (zero: lowest compared OMol25 entry of this formula, charge and spin)	113.1	kJ/mol
LUMO level	0.6008	eV
SMILES	C[C@@H](O)C(=O)O
DFT total energy	-9350.144	eV

---

# 7
This record from the OMol25 dataset describes a structure of composition C5H8. The level of theory is ωB97M-V/def2-TZVPD.

Structure (ORCA input):
```
! wB97M-V def2-TZVPD RIJCOSX def2/J DEFGRID3
* xyz 0 1
C -0.55 0.94 -1.31
H 1.68 -1.02 -0.15
H 1.86 0.40 0.89
C -1.40 0.02 -0.39
H -0.61 0.64 0.15
C 1.17 -0.14 0.24
H 1.57 1.19 -1.55
H -2.35 0.36 0.00
C -0.10 -0.54 0.97
H -0.27 -0.06 1.94
H -0.34 -1.60 1.01
H -1.43 -0.97 -0.83
C 0.75 0.77 -0.98
*
```

Computed properties:
gap between HOMO and LUMO	8.5	eV
strongest force on any atom	0.5	eV/A
relative energy (zero: lowest compared OMol25 entry of this formula, charge and spin)	560.8	kJ/mol
LUMO level	0.7911	eV
DFT total energy	-5308.354	eV

---

# 8
This record from the OMol25 dataset describes a structure of composition C16H15BF4MoN3O4S6Se2Te2. The level of theory is ωB97M-V/def2-TZVPD.

Structure (ORCA input):
```
! wB97M-V def2-TZVPD RIJCOSX def2/J DEFGRID3
* xyz -1 1
S -5.20 1.25 2.37
H 4.10 -0.51 1.91
C 0.70 2.41 0.58
C 1.54 -3.21 -5.04
O 0.29 3.57 0.58
F -2.81 -2.81 -0.34
H -0.33 -3.11 -3.96
H 4.59 3.62 2.85
C -3.86 -0.99 2.61
Se -4.05 0.26 -1.01
H -2.96 3.17 0.17
H -1.37 3.45 -0.23
H 2.38 4.12 1.75
C 2.02 2.09 1.23
C 2.77 3.11 1.80
S -2.56 -2.17 2.72
H 1.91 0.00 0.80
N 5.72 1.23 3.07
F -0.57 -3.37 -0.35
S -7.88 0.22 3.14
S 2.57 0.10 -2.16
Se -0.96 1.35 -2.78
C 3.71 0.49 1.87
H 4.15 -1.15 -4.28
B -1.57 -2.59 -0.84
C -6.28 -0.01 2.84
C 3.98 2.84 2.40
O 6.07 0.07 3.13
C 2.82 -2.61 -5.10
C -3.73 0.30 2.27
C 2.49 0.78 1.27
H -2.47 -1.60 5.07
C 4.43 1.53 2.43
H -0.94 -2.26 4.43
C 3.17 -1.61 -4.25
F -1.15 -1.10 -0.36
C -1.77 -1.58 4.23
H 3.54 -2.96 -5.83
Mo -1.79 0.80 -0.56
S -5.46 -1.52 3.05
N 1.04 -1.73 -3.28
H -1.38 -0.57 4.08
C 2.26 -1.11 -3.26
H 0.35 -1.40 -2.61
F -1.54 -2.47 -2.22
S -2.24 1.11 1.83
N -2.24 2.98 -0.52
Te -4.42 -0.27 -3.50
O 0.11 1.40 0.05
H -2.55 3.32 -1.43
C 0.67 -2.73 -4.11
H 1.25 -4.01 -5.70
Te -2.89 1.74 -4.37
O 6.36 2.17 3.52
*
```

Computed properties:
gap between HOMO and LUMO (spin up / spin down)	6.2 / 6.2	eV
strongest force on any atom	0.5	eV/A
relative energy (zero: lowest compared OMol25 entry of this formula, charge and spin)	38.6	kJ/mol
LUMO level (spin up / spin down)	0.8519 / 0.8336	eV
DFT total energy	-253198.899	eV

---

# 9
This record from the OMol25 dataset describes a cluster of 7 separate species, C22H48N3O27S7 in total at a distorted geometry. The level of theory is ωB97M-V/def2-TZVPD.

Structure (ORCA input):
```
! wB97M-V def2-TZVPD RIJCOSX def2/J DEFGRID3
* xyz 1 1
H -1.67 3.28 1.97
H 3.83 -0.67 -10.92
H -3.05 9.02 1.40
C 1.79 -2.27 -1.13
H 1.69 -1.40 2.06
C 4.47 -7.71 0.37
C 2.87 -0.47 -10.43
C 2.98 -1.09 0.61
C -5.65 -5.42 7.17
O 1.21 1.92 -5.32
C 1.30 -1.10 -2.09
H -7.32 -4.02 7.20
H 2.92 6.03 0.20
H 1.93 -3.20 -1.76
O 0.87 -0.19 -7.79
O -0.72 0.91 -3.94
O 3.29 -6.95 0.08
O -6.52 -6.96 4.15
H -1.61 1.06 -0.05
H -2.31 3.19 0.30
H -7.79 -5.72 6.97
H 3.20 8.27 1.11
H -2.98 -2.76 0.52
H 3.24 0.54 -0.51
C 0.44 1.09 0.67
N 2.71 -1.53 1.96
S 0.45 0.70 -5.10
S 3.59 -5.38 0.29
C 2.93 1.22 1.51
O 1.42 1.23 -9.74
O 2.17 5.26 1.96
H 4.78 -7.00 2.40
H 1.83 0.92 -11.75
O -0.20 0.34 -6.37
C -1.07 1.47 0.86
O -4.83 8.32 2.21
O -4.06 6.01 2.25
S -5.86 -5.86 4.74
H -4.95 -4.58 7.20
C 5.22 -6.89 1.40
H 3.37 -2.93 -0.06
H 3.29 7.65 2.78
H 1.29 -2.68 -3.74
O -2.16 -3.46 3.05
O -2.77 -1.36 2.00
O 5.04 -5.53 0.99
N 3.11 -2.02 -0.47
N 3.05 0.20 0.44
O 0.50 6.01 3.61
H 1.47 2.87 1.67
C -1.38 3.02 0.92
C 1.42 1.75 1.72
H 3.54 2.11 1.18
H -5.66 -5.91 8.14
H 4.20 -8.70 0.75
H -3.32 6.78 0.49
O -5.23 -6.33 6.15
C 2.84 7.50 1.79
C -3.50 -2.44 1.43
H 2.56 -0.04 -4.23
H -0.10 -1.55 -3.77
C -7.03 -4.96 6.74
H 2.83 -2.55 2.00
H -0.59 3.68 0.48
H 4.13 5.77 1.48
C -3.12 6.85 1.57
C 1.68 -0.60 -4.63
H 3.40 0.89 2.48
H 2.03 -0.25 -2.09
H 5.04 -7.82 -0.55
H -2.10 6.53 1.77
O 3.03 -0.45 -9.01
H 6.28 -7.14 1.45
O -0.39 -1.97 2.21
C -3.47 -3.53 2.48
O 2.66 1.55 -7.63
O -0.12 5.79 1.20
H 1.93 -1.16 -5.58
H -4.20 -3.34 3.26
O -6.96 -4.83 5.32
H 0.50 -0.03 0.85
C 2.34 0.91 -10.79
H 1.15 1.48 2.78
C 3.12 6.10 1.28
H 2.16 -1.25 -10.69
H -1.53 0.54 -4.37
H 3.13 1.66 -10.79
O 3.77 -4.77 -0.98
C 1.02 -1.60 -3.59
H 0.28 -0.79 -1.70
O -1.72 -1.34 4.23
S -5.42 6.85 2.52
O -4.87 -5.10 4.04
H -2.96 8.41 3.07
H 0.83 1.26 -0.36
O -5.74 6.75 3.90
O 1.42 7.57 1.93
C -3.41 8.25 2.08
H -3.65 -4.52 2.06
H 0.96 -2.54 -0.41
S -1.61 -1.95 2.96
S 0.82 6.10 2.23
S 1.94 0.57 -8.36
H -1.46 0.92 1.77
O 2.68 -4.87 1.26
H -4.52 -2.13 1.18
O -6.35 6.52 1.49
*
```

Computed properties:
gap between HOMO and LUMO	8.5	eV
strongest force on any atom	8.1	eV/A
LUMO level	-2.3859	eV
DFT total energy	-159176.726	eV

---

# 10
This record from the OMol25 dataset describes a structure of composition C57H60BGeN12SSn at a distorted geometry. The level of theory is ωB97M-V/def2-TZVPD.

Structure (ORCA input):
```
! wB97M-V def2-TZVPD RIJCOSX def2/J DEFGRID3
* xyz 0 2
H 3.20 0.48 0.19
H 2.94 -2.97 3.44
H -2.70 -0.22 -0.53
H 0.84 1.28 6.19
H 2.99 3.95 2.22
H 4.72 1.06 -4.08
H -3.56 3.75 -3.89
N 2.27 -0.86 2.41
C 1.15 -7.12 2.72
Sn 0.37 0.08 -0.36
C -3.58 -3.70 -2.96
H 4.85 -0.32 1.86
N -1.08 1.16 2.89
H -5.33 5.68 -0.03
N -2.46 -0.30 0.46
H 5.65 -0.97 -2.97
N 2.12 2.01 -0.37
H -3.66 -3.49 -4.02
H -4.60 4.19 -1.83
C 2.42 -6.77 6.19
H -1.43 -3.09 6.54
C -2.42 1.15 3.46
C 0.56 -1.49 -5.87
N 2.02 0.15 1.57
C -1.94 2.33 -4.28
C 2.40 2.37 0.89
N -1.18 -1.03 -2.69
C 0.36 0.31 6.27
C 1.12 -4.82 5.66
C -3.26 0.08 2.79
H 0.62 -0.16 4.19
C -0.13 -0.11 7.49
H 1.59 -8.07 2.45
C 1.39 -6.59 4.01
H -4.22 0.02 3.31
C -0.40 -1.73 5.23
H 0.12 -0.78 -6.57
C -0.27 -1.61 -4.64
C -4.48 -4.55 -2.35
H -3.30 -4.38 0.81
C 2.39 1.33 1.90
H 6.96 -1.36 1.08
C 2.26 2.89 -1.35
C 3.36 0.34 -2.47
C -2.09 5.35 0.84
C -3.41 5.76 0.91
H 2.31 -4.02 2.20
C 0.83 -5.32 4.37
H -3.40 -2.92 3.02
H -1.15 1.43 1.92
C -2.11 1.95 -5.71
C -1.67 4.51 -0.18
H -4.50 -0.12 1.05
C -2.13 3.22 -2.27
C 3.72 0.92 -3.69
H 3.23 5.61 0.38
C -2.56 4.07 -1.15
H 2.78 4.88 -1.96
H -1.16 -1.68 8.54
C -0.91 -2.14 6.46
N -0.96 1.86 -3.47
H 2.61 -8.24 4.66
C -3.51 0.30 1.29
C 2.93 4.60 0.17
C -0.76 -1.34 7.59
H -2.33 0.92 4.53
C -2.55 -3.09 -2.24
C -4.30 5.34 -0.06
C 5.04 -0.45 0.80
H -0.65 4.18 -0.24
H 0.12 0.98 -5.15
H 0.22 -6.82 0.83
H -0.51 1.86 3.35
H 0.62 -2.46 -6.36
C 0.24 -0.49 5.14
H -1.65 -2.91 -0.31
N 2.03 0.38 -2.33
H -5.07 -5.47 -0.50
C -2.77 -3.17 3.88
C 0.39 -6.43 1.82
H -3.10 -2.57 4.72
H -3.74 6.41 1.72
B 0.07 0.83 -3.97
H 1.99 1.30 -6.36
C 1.88 -5.52 6.55
H 1.71 2.83 -5.53
H -1.23 2.23 -6.29
H -2.46 -1.30 0.66
C 5.49 -0.81 -1.92
H 2.07 -5.12 7.53
H -0.03 0.51 8.37
C 2.38 1.98 -5.61
C 2.18 -7.28 4.95
C -4.38 -4.80 -0.99
H 0.73 -3.85 5.93
H 2.01 2.54 -2.35
C -2.46 -3.34 -0.87
H -2.97 2.48 -6.12
C 2.03 -2.04 1.88
H 3.36 2.33 -5.94
H -2.26 0.88 -5.82
C -0.17 -5.19 2.18
C 4.31 -0.19 -1.49
C -3.38 -4.18 -0.25
H 2.80 1.53 2.88
H -5.26 -5.03 -2.93
C 2.54 1.30 -4.29
H -2.90 -4.23 4.11
C 4.10 -0.02 -0.12
N 1.53 0.96 -3.46
C -3.89 4.51 -1.08
C 2.80 3.68 1.19
N -0.40 -0.63 -3.72
C 6.22 -1.04 0.37
N 2.51 -3.10 2.54
H -3.56 1.37 1.07
H -2.74 -0.88 2.92
H -0.75 -4.66 1.44
C 0.02 -4.63 3.43
C -2.72 3.19 -3.54
C 2.68 4.20 -1.14
Ge -0.80 -2.79 3.57
H 7.36 -1.67 -1.33
C -1.03 -2.68 -4.21
H -2.93 2.12 3.37
H 1.57 -1.15 -5.63
S 1.24 -2.37 0.37
C -1.58 -2.28 -2.99
H -1.37 5.69 1.58
H -1.14 -3.64 -4.70
N -1.07 2.39 -2.23
C 6.44 -1.22 -0.99
H 3.02 -7.32 6.91
*
```

Computed properties:
gap between HOMO and LUMO (spin up / spin down)	6.9 / 7.0	eV
strongest force on any atom	1.4	eV/A
LUMO level (spin up / spin down)	-0.3979 / -0.7950	eV
DFT total energy	-151824.826	eV